Below is a 2-piece molecular cluster, C11H15N overall, with properties calculated with ωB97M-V/def2-TZVPD.

Geometry (Å):
C -1.4722 2.6240 -2.1035
C -0.9197 2.0280 -0.9106
C 0.2221 2.4546 -0.2835
N 0.4850 1.7452 0.9048
C -0.5199 0.7204 0.9191
C -0.8106 -0.1960 1.9152
C -1.8421 -1.0912 1.7435
C -2.6332 -0.9380 0.5453
C -2.4336 -0.0077 -0.4374
C -1.2332 0.7764 -0.2695
H -2.1262 3.4948 -1.8588
H -2.0513 1.9739 -2.7532
H -0.8388 2.9779 -2.9579
H 0.8304 3.3508 -0.2605
H 1.3579 1.4497 1.2233
H -0.2473 -0.2055 2.8723
H -1.8832 -2.0718 2.3526
H -3.3075 -1.8037 0.5994
H -2.8341 0.0986 -1.3986
C 3.1197 -2.5793 0.6188
C 2.4371 -1.7537 -0.4645
H 3.2498 -2.1356 1.6283
H 2.4293 -3.3873 0.8837
H 4.0612 -2.9440 0.1724
H 2.2819 -2.4196 -1.3328
H 3.1568 -1.0085 -0.9213
H 1.5216 -1.1526 -0.4264

Results
2S+1: 1
relative energy (zero: lowest compared OMol25 entry of this formula, charge and spin): 50.3 kcal per mole
largest force on an atom: 4.3 eV/Å
molar mass: 161.25 g mol⁻¹
E_LUMO: 0.9 eV
total charge: 0
highest occupied orbital energy: -7.871 eV

---

Below is a 2-piece molecular cluster, C11H15N overall, with properties calculated with ωB97M-V/def2-TZVPD.

Geometry (Å):
C -0.3178 -2.1879 2.1149
C -0.4393 -1.5581 0.7610
C 0.0375 -1.9684 -0.4458
N -0.2415 -1.0145 -1.4084
C -0.9167 0.0376 -0.8431
C -1.6732 1.0583 -1.4275
C -2.3691 1.8871 -0.5839
C -2.4365 1.6525 0.8021
C -1.7007 0.6367 1.3644
C -1.0510 -0.2788 0.5187
H 0.6958 -2.5479 2.2913
H -1.0076 -3.0186 2.2275
H -0.4926 -1.4694 2.9122
H 0.4679 -2.8765 -0.8391
H -0.1123 -1.1967 -2.3867
H -1.5429 1.2891 -2.4752
H -2.8709 2.7761 -0.9573
H -3.0768 2.2495 1.4401
H -1.7933 0.4213 2.4199
C 2.2300 1.3013 -1.0287
C 2.9660 0.1618 -0.3384
H 1.2568 1.5652 -0.6168
H 2.7134 2.2597 -0.8032
H 2.1933 1.2687 -2.1180
H 2.2791 -0.6287 -0.0365
H 3.5589 0.5105 0.4979
H 3.6438 -0.3298 -1.0416

Results
2S+1: 1
relative energy (zero: lowest compared OMol25 entry of this formula, charge and spin): 11.7 kcal per mole
largest force on an atom: 1.7 eV/Å
molar mass: 161.25 g mol⁻¹
E_LUMO: 0.9 eV
total charge: 0
highest occupied orbital energy: -7.850 eV

---

Below is a 2-piece molecular cluster, C11H15N overall, with properties calculated with ωB97M-V/def2-TZVPD.

Geometry (Å):
C -2.3251 -2.1753 -1.3699
C -1.8700 -1.4440 -0.1467
C -2.1049 -1.7506 1.1364
N -1.3792 -0.9738 2.0303
C -0.7416 -0.0089 1.2452
C -0.1266 1.1369 1.6904
C 0.2506 2.2066 0.8586
C 0.0124 1.9641 -0.5001
C -0.5517 0.7721 -0.9533
C -0.9928 -0.2608 -0.1635
H -2.5790 -1.4799 -2.1766
H -3.1320 -2.8847 -1.1794
H -1.5343 -2.8056 -1.7782
H -2.5954 -2.6539 1.4980
H -1.8608 -0.5532 2.8137
H -0.0219 1.1648 2.7612
H 0.4882 3.1674 1.2789
H 0.2793 2.6213 -1.3133
H -0.5649 0.6909 -2.0382
C 3.7577 0.1381 -2.0920
C 4.2149 0.5556 -0.6603
H 4.6497 -0.1037 -2.6583
H 2.9889 -0.6362 -2.1743
H 3.2677 1.0649 -2.3997
H 4.7911 1.4759 -0.7873
H 4.7651 -0.2830 -0.2041
H 3.3688 0.7717 -0.0030

Results
2S+1: 1
relative energy (zero: lowest compared OMol25 entry of this formula, charge and spin): 24.7 kcal per mole
largest force on an atom: 3.6 eV/Å
molar mass: 161.25 g mol⁻¹
E_LUMO: 0.9 eV
total charge: 0
highest occupied orbital energy: -8.146 eV

---

Below is a 2-piece molecular cluster, C11H15N overall, with properties calculated with ωB97M-V/def2-TZVPD.

Geometry (Å):
C 0.5350 -3.7377 0.8755
C -0.1372 -2.5857 0.3390
C -1.1592 -2.0419 1.1203
N -1.5649 -0.7989 0.5769
C -0.9464 -0.5356 -0.5966
C -0.6875 0.5792 -1.3809
C 0.3134 0.6094 -2.3220
C 1.2007 -0.4301 -2.5225
C 1.0207 -1.5698 -1.7624
C -0.0090 -1.7883 -0.8360
H -0.1247 -4.5319 1.2936
H 1.4869 -3.4268 1.3490
H 0.8922 -4.1903 -0.0283
H -1.5837 -2.2684 2.0490
H -2.5601 -0.4690 0.7475
H -1.3184 1.4110 -1.4979
H 0.2535 1.4986 -3.0774
H 2.0168 -0.4169 -3.2127
H 1.9063 -2.3471 -1.6347
C -0.2451 4.0896 1.4762
C 0.2810 2.7295 1.1094
H -1.0228 4.5875 0.7093
H -0.5570 4.1236 2.4890
H 0.5393 4.7929 1.4881
H 0.5997 2.4275 0.1360
H -0.3062 1.8919 1.4048
H 1.1767 2.3975 1.7076

Results
2S+1: 1
relative energy (zero: lowest compared OMol25 entry of this formula, charge and spin): 64.7 kcal per mole
largest force on an atom: 5.2 eV/Å
molar mass: 161.25 g mol⁻¹
E_LUMO: 0.9 eV
total charge: 0
highest occupied orbital energy: -7.819 eV

---

Below is a 2-piece molecular cluster, C11H15N overall, with properties calculated with ωB97M-V/def2-TZVPD.

Geometry (Å):
C 2.1584 0.2864 2.4547
C 0.8212 0.3622 1.7771
C -0.4170 -0.0889 2.2718
N -1.3603 0.2027 1.2887
C -0.8187 0.9172 0.1496
C -1.3691 1.5590 -0.9101
C -0.5737 2.3506 -1.7577
C 0.7667 2.3980 -1.5259
C 1.3821 1.7606 -0.3900
C 0.6343 0.9655 0.4760
H 2.8879 -0.3236 1.9034
H 2.5431 0.0719 3.4115
H 2.6161 1.3288 2.4657
H -0.7261 -0.6519 3.2203
H -2.3521 0.2239 1.3734
H -2.4405 1.5592 -1.1495
H -0.7848 2.5700 -2.7856
H 1.4533 2.5356 -2.4399
H 2.4152 1.9379 -0.1050
C -0.1370 -2.2722 -1.3147
C -1.5512 -2.7207 -1.1642
H 0.1887 -1.6246 -0.5558
H 0.5333 -3.1030 -1.1626
H 0.0779 -1.8465 -2.3083
H -2.2861 -1.8854 -1.4094
H -1.8132 -2.8718 -0.1572
H -1.8485 -3.6410 -1.6562

Results
2S+1: 1
relative energy (zero: lowest compared OMol25 entry of this formula, charge and spin): 52.2 kcal per mole
largest force on an atom: 5.1 eV/Å
molar mass: 161.25 g mol⁻¹
E_LUMO: 0.9 eV
total charge: 0
highest occupied orbital energy: -7.690 eV

---

Below is a 2-piece molecular cluster, C11H15N overall, with properties calculated with ωB97M-V/def2-TZVPD.

Geometry (Å):
C -0.5571 1.1940 2.6786
C 0.1327 -0.3254 0.7143
C -0.3287 0.8916 1.2048
C -0.2861 1.0758 -1.0461
C -0.6595 1.8181 0.1370
C -0.8775 1.4469 -2.2997
C -1.3767 2.9293 0.0930
C -1.7270 2.5891 -2.2253
C -1.9248 3.3976 -1.0623
N 0.0762 -0.1843 -0.6877
H 0.5734 -1.2230 1.0657
H 0.4764 -0.8399 -1.3257
H -0.2718 2.2446 3.0887
H 0.1335 0.6208 3.1797
H -0.5924 1.2413 -3.2442
H -1.3765 3.7586 0.9254
H -2.3010 2.8025 -3.0747
H -2.5326 4.2705 -1.0566
H -1.5044 0.9906 2.8800
C 1.5383 -4.1446 0.2731
C 2.2755 -2.9872 -0.3424
H 1.8116 -4.5655 1.2158
H 0.4324 -3.6843 0.5645
H 1.2638 -5.0286 -0.4038
H 3.1864 -3.4628 -0.9430
H 2.6873 -2.5037 0.7108
H 1.7286 -2.3222 -1.0199

Results
2S+1: 2
relative energy (zero: lowest compared OMol25 entry of this formula, charge and spin): 75.2 kcal per mole
largest force on an atom: 6.6 eV/Å
molar mass: 161.25 g mol⁻¹
E_LUMO (alpha / beta): -3.8 / -7.3 eV
total charge: +1
highest occupied orbital energy (alpha / beta): -13.252 / -13.177 eV

---

Below is C11H15N3 in the gas phase, with properties calculated with ωB97M-V/def2-TZVPD.

Geometry (Å):
C -3.4028 -1.3595 -0.2703
N -2.5338 -0.1520 -0.1447
C -2.7589 0.5150 1.1593
N -1.3523 -0.2665 -0.8223
C -0.8850 1.2190 -1.0511
C 0.2698 2.2180 -0.3903
C 1.6111 2.1675 -0.0492
C 1.9622 0.7300 -0.0228
C 3.2817 0.4903 0.2654
C 4.0013 -0.6926 0.3314
C 3.2231 -1.7809 0.1353
C 1.8252 -1.6848 -0.0515
C 1.1068 -0.4835 -0.1019
N -0.2471 -0.7494 0.0498
H -4.3930 -0.9596 -0.1461
H -3.3314 -1.6472 -1.2733
H -3.3848 -2.2104 0.4280
H -3.1815 1.4679 0.9779
H -3.3259 -0.1477 1.7052
H -1.9259 0.6749 1.7944
H -1.7018 1.7767 -0.8506
H -0.5002 1.2039 -2.0850
H -0.3442 3.1344 -0.6216
H 2.2853 3.0182 -0.0529
H 3.9241 1.3101 0.3558
H 5.0313 -0.7615 0.4930
H 3.6827 -2.6534 0.1748
H 1.3301 -2.6238 -0.1488
H -0.2661 -1.7530 0.2122

Results
2S+1: 1
relative energy (zero: lowest compared OMol25 entry of this formula, charge and spin): 149.4 kcal per mole
largest force on an atom: 6.0 eV/Å
molar mass: 189.26 g mol⁻¹
E_LUMO: 0.9 eV
total charge: 0
highest occupied orbital energy: -7.575 eV

---

Below is an isolated ion of composition C11H15N4 and charge +1, with properties calculated with ωB97M-V/def2-TZVPD.

Geometry (Å):
C 2.9011 -0.7960 0.8963
N 1.9028 0.0674 -0.0058
C 2.1460 -0.3092 -1.3955
N 0.5846 -0.2889 0.4179
C -0.4842 0.5004 0.2657
C -1.8373 -0.1426 0.3347
C -2.0962 -1.5325 0.5651
C -3.3453 -2.0835 0.1289
C -4.4523 -1.1785 -0.2031
C -4.2316 0.1197 -0.2365
C -2.9411 0.6321 -0.0347
C -2.7134 2.0682 -0.1792
N -1.5226 2.5430 -0.0929
N -0.4116 1.8452 0.0397
C 0.8714 2.5885 0.1756
H 2.7254 -0.6352 1.9814
H 2.7266 -1.7702 0.5016
H 3.8088 -0.4470 0.5604
H 3.0599 -0.9286 -1.5726
H 1.3283 -0.9150 -1.8532
H 2.2471 0.6475 -2.0383
H 0.3624 -1.3242 0.5829
H -1.5184 -2.3762 0.9302
H -3.5184 -3.1834 0.0286
H -5.4416 -1.6004 -0.3593
H -4.9749 0.9055 -0.4508
H -3.6030 2.7761 -0.2068
H 1.3241 2.2281 1.0649
H 1.5545 2.3594 -0.6763
H 0.6685 3.6508 0.3426

Results
2S+1: 1
relative energy (zero: lowest compared OMol25 entry of this formula, charge and spin): 40.4 kcal per mole
largest force on an atom: 4.0 eV/Å
molar mass: 203.27 g mol⁻¹
E_LUMO: -3.7 eV
total charge: +1
highest occupied orbital energy: -12.593 eV